Here is a structure of composition C2HLi2O2Rb at a distorted geometry from OMol25. Energies are from ωB97M-V/def2-TZVPD.

The geometry in XYZ format:
```
8
Properties=species:S:1:pos:R:3:forces:R:3:lowdin_charge:R:1
C -0.424 -0.685 -0.792 -1.979 -0.894 -1.692 -0.44
Li 2.116 1.633 -1.445 -0.372 -0.445 0.835 0.34
C 0.041 -0.215 0.410 2.997 2.308 2.201 -0.43
Rb 0.235 2.101 2.933 0.250 -0.518 -0.788 0.58
O 1.282 0.394 0.572 -3.011 -1.132 -0.873 -0.48
Li -1.791 -1.275 0.870 0.389 0.431 -0.759 0.65
O -1.746 -0.867 -0.988 2.156 -0.141 0.843 -0.32
H 0.286 -1.085 -1.561 -0.431 0.390 0.233 0.10
```
Positions in Å, forces in eV/Å.

Computed properties:
* energy above the lowest of the compared OMol25 structures with the same formula, charge and spin: 0.000 eV
* lowest unoccupied orbital energy (alpha / beta): -0.02796 / -0.03176 Eh
* electronic energy: -7246.66777 eV